Entry 1:
Computed, not measured: C31H34N2PdS2Sb2 as an isolated structure in a non-equilibrium geometry, with ωB97M-V with the def2-TZVPD basis set.

ORCA input file:
```
! RIJCOSX wB97M-V def2-TZVPD def2/J DEFGRID3
* xyz 0 3
Pd -0.269 0.924 1.082
C -1.970 -1.010 -2.095
C -1.698 -2.441 -1.660
C -2.037 -2.734 -0.205
Sb -1.571 -1.227 1.318
C 0.703 -2.123 1.562
C 0.893 -3.446 1.942
C 2.178 -3.935 2.126
C 3.279 -3.115 1.928
C 3.091 -1.793 1.565
C 1.803 -1.297 1.418
C -3.384 0.058 0.624
C -3.218 1.414 0.387
C -4.268 2.186 -0.081
C -5.506 1.608 -0.296
C -5.688 0.261 -0.026
C -4.637 -0.514 0.436
Sb -0.316 0.268 -1.303
C 1.153 -0.627 -2.597
C 0.845 -0.913 -3.918
C 1.809 -1.443 -4.757
C 3.083 -1.703 -4.279
C 3.387 -1.438 -2.955
C 2.426 -0.894 -2.120
C -0.596 2.206 -2.187
C -0.760 3.293 -1.337
C -0.728 4.582 -1.835
C -0.494 4.797 -3.182
C -0.313 3.718 -4.031
C -0.374 2.425 -3.536
H -2.940 -0.662 -1.741
H -1.958 -0.930 -3.182
H -0.643 -2.680 -1.854
H -2.294 -3.117 -2.284
H -1.545 -3.655 0.093
H -3.105 -2.899 -0.102
H 0.039 -4.095 2.099
H 2.314 -4.969 2.413
H 4.279 -3.502 2.067
H 3.934 -1.137 1.389
H 1.703 -0.221 1.186
H -2.271 1.927 0.618
H -4.116 3.239 -0.270
H -6.326 2.208 -0.665
H -6.658 -0.194 -0.168
H -4.788 -1.563 0.661
H -0.149 -0.734 -4.303
H 1.561 -1.645 -5.790
H 3.834 -2.118 -4.935
H 4.376 -1.645 -2.569
H 2.668 -0.667 -1.088
H -0.859 3.157 -0.253
H -0.839 5.421 -1.165
H -0.445 5.804 -3.567
H -0.094 3.882 -5.077
H -0.203 1.584 -4.193
S 1.718 1.801 -0.095
S -1.004 1.991 3.065
C 0.475 1.186 3.329
N 1.628 1.866 3.203
C 2.891 1.325 3.665
C 2.633 0.540 4.946
C 1.627 -0.563 4.641
N 0.469 0.002 3.974
H 1.647 2.594 2.487
H 3.562 2.166 3.846
H 3.337 0.674 2.904
H 2.226 1.214 5.701
H 3.554 0.101 5.326
H 1.286 -1.045 5.559
H 2.089 -1.316 3.993
H -0.437 -0.412 4.150
*
```

Computed properties:
* electronic energy: -73900.2697 eV
* relative energy (zero: lowest compared OMol25 entry of this formula, charge and spin): 32.15 kcal per mole
* frontier orbital gap (spin up / spin down): 6.8567 / 4.9795 eV
* M: 848.70 g mol⁻¹
* HOMO level (spin up / spin down): -6.853 / -6.850 eV



Entry 2:
Computed, not measured: C31H34N6OPReS3 as an isolated structure in a non-equilibrium geometry, with ωB97M-V with the def2-TZVPD basis set.

ORCA input file:
```
! RIJCOSX wB97M-V def2-TZVPD def2/J DEFGRID3
* xyz 3 2
Re -1.192 -0.341 -0.390
C -3.556 1.707 -0.878
C -3.440 2.006 0.615
N -2.717 0.938 1.318
C -1.824 1.443 2.354
C -0.144 3.313 1.592
S 0.311 3.696 -0.132
C -1.246 3.904 -1.074
C -1.589 2.746 -2.019
N -2.242 1.508 -1.528
H -4.104 2.524 -1.359
H -4.136 0.788 -1.005
H -4.452 2.139 1.010
H -2.892 2.935 0.762
H -3.376 0.271 1.708
H -1.699 0.675 3.119
H -2.235 2.331 2.843
H 0.739 3.595 2.167
H -0.969 3.944 1.912
H -1.011 4.750 -1.726
H -2.055 4.212 -0.418
H -0.648 2.437 -2.485
H -2.236 3.176 -2.797
H -2.446 1.001 -2.394
O -0.331 1.276 0.443
C -0.423 1.785 1.722
C 0.668 1.114 2.552
C 0.886 1.466 3.876
C 1.911 0.875 4.596
C 2.702 -0.095 4.000
C 2.471 -0.483 2.692
C 1.460 0.128 1.947
P 1.223 -0.366 0.205
C 2.128 -1.926 0.015
C 1.744 -3.035 0.773
C 2.504 -4.186 0.758
C 3.651 -4.246 -0.021
C 4.032 -3.153 -0.784
C 3.272 -1.997 -0.779
C 1.985 0.759 -0.986
C 1.638 0.550 -2.323
C 2.174 1.356 -3.309
C 3.067 2.365 -2.966
C 3.424 2.559 -1.640
C 2.883 1.761 -0.641
H 0.272 2.226 4.334
H 2.088 1.178 5.617
H 3.503 -0.547 4.560
H 3.095 -1.240 2.241
H 0.858 -2.976 1.387
H 2.219 -5.032 1.362
H 4.243 -5.145 -0.036
H 4.933 -3.196 -1.374
H 3.585 -1.149 -1.368
H 0.977 -0.278 -2.563
H 1.926 1.190 -4.347
H 3.490 2.990 -3.738
H 4.138 3.326 -1.387
H 3.162 1.914 0.391
N -1.605 -0.269 -3.994
C -1.818 -1.459 -3.373
N -1.728 -1.653 -2.062
C -2.048 -2.965 -1.742
C -2.396 -3.748 -2.796
S -2.321 -2.861 -4.262
C -1.986 -3.291 -0.340
C -2.315 -4.449 0.282
S -2.097 -4.319 1.981
C -1.560 -2.681 1.773
N -1.559 -2.270 0.505
N -1.206 -1.930 2.829
H -0.823 0.296 -3.688
H -1.741 -0.270 -4.997
H -2.683 -4.780 -2.791
H -2.688 -5.350 -0.160
H -1.172 -2.377 3.733
H -0.654 -1.093 2.696
*
```

Computed properties:
* electronic energy: -87587.1115 eV
* relative energy (zero: lowest compared OMol25 entry of this formula, charge and spin): 51.64 kcal per mole
* frontier orbital gap (spin up / spin down): 5.3036 / 5.5120 eV
* M: 820.04 g mol⁻¹
* HOMO level (spin up / spin down): -15.770 / -15.765 eV